Entry 1:
{"formula": "C25H24ClN3PdSb", "method": "the ωB97M-V functional and the def2-TZVPD basis", "symbols": ["Sb", "Pd", "Cl", "N", "N", "N", "C", "C", "C", "C", "C", "C", "C", "C", "C", "C", "C", "C", "C", "C", "C", "C", "C", "C", "C", "C", "C", "C", "C", "C", "C", "H", "H", "H", "H", "H", "H", "H", "H", "H", "H", "H", "H", "H", "H", "H", "H", "H", "H", "H", "H", "H", "H", "H", "H"], "xyz": [[-0.7263, -3.5203, -0.6663], [-0.4632, -0.1655, -0.0038], [1.8109, 0.8331, -0.3361], [-0.3914, -0.8937, -2.2169], [0.4667, -1.6902, 1.4880], [-2.3914, -1.1005, 0.2367], [-0.2349, 3.0174, 0.7342], [0.5990, -0.6274, -4.3638], [1.5900, -3.7872, 1.3002], [-2.4479, -2.4168, -0.0331], [3.8209, 4.1830, 0.3869], [3.4563, 2.8862, 0.0419], [1.0424, -0.0240, 3.1651], [-0.0631, -0.1125, -3.2493], [2.1381, 2.5042, 0.1519], [2.2586, -2.2147, 2.9629], [2.8524, 5.0776, 0.8355], [1.5397, 4.6800, 0.9403], [1.1159, 3.3671, 0.6036], [1.2610, -1.3530, 2.5072], [-0.4381, 1.3372, -3.1864], [-0.0923, -2.2072, -2.2526], [0.5622, -2.7760, -3.3302], [0.6195, -2.8897, 0.8933], [0.9242, -1.9660, -4.4014], [-4.7059, -1.1126, 0.7754], [-3.4919, -0.4499, 0.6330], [-3.3574, 1.0131, 0.9165], [2.4328, -3.4368, 2.3500], [-4.7817, -2.4629, 0.5033], [-3.6329, -3.1243, 0.0917], [0.4860, 0.6482, 2.5120], [-5.5765, -0.5585, 1.0979], [3.2064, -4.1157, 2.6843], [-2.9878, 1.5403, 0.0345], [0.3675, 1.9673, -3.5628], [0.8530, 0.0300, -5.1845], [-0.5890, 2.0192, 0.5084], [-1.3202, 1.5277, -3.8011], [-4.3124, 1.4478, 1.2039], [-0.9519, 3.7445, 1.0860], [0.4748, -0.1508, 4.0894], [0.7833, -3.8356, -3.3408], [-3.6545, -4.1829, -0.1317], [3.1292, 6.0882, 1.1029], [2.8863, -1.9120, 3.7902], [1.4451, -2.3837, -5.2531], [4.1935, 2.1792, -0.3121], [4.8551, 4.4863, 0.3027], [1.9910, 0.4465, 3.4232], [0.7874, 5.3758, 1.2893], [-2.6431, 1.1814, 1.7254], [1.6879, -4.7487, 0.8128], [-0.6660, 1.6335, -2.1628], [-5.7173, -2.9959, 0.6081]], "lowdin_charge": [1.528, 0.531, 0.763, -0.009, -0.009, -0.033, 0.074, -0.012, -0.121, -0.440, -0.059, -0.109, -0.029, -0.337, -0.523, -0.012, -0.067, -0.029, -0.314, -0.333, -0.033, -0.448, -0.121, -0.447, -0.043, -0.007, -0.308, -0.035, -0.043, -0.038, -0.118, 0.039, 0.120, 0.117, 0.077, 0.089, 0.122, -0.024, 0.093, 0.085, 0.075, 0.094, 0.091, 0.090, 0.113, 0.122, 0.117, 0.107, 0.112, 0.090, 0.118, 0.079, 0.091, 0.041, 0.119], "multiplicity": 3, "gap_ev": [7.8, 7.6], "homo_energy_ev": [-10.14, -11.05], "total_charge": 1, "fmax_ev_per_a": 0.5}

---

Entry 2:
{"formula": "C25H27ClN2O", "method": "the ωB97M-V functional and the def2-TZVPD basis", "symbols": ["Cl", "O", "N", "N", "C", "C", "C", "C", "C", "C", "C", "C", "C", "C", "C", "C", "C", "C", "C", "C", "C", "C", "C", "C", "C", "C", "C", "C", "C", "H", "H", "H", "H", "H", "H", "H", "H", "H", "H", "H", "H", "H", "H", "H", "H", "H", "H", "H", "H", "H", "H", "H", "H", "H", "H", "H"], "xyz": [[7.8145, 1.4923, -0.4111], [-2.9660, -0.1053, 2.3049], [3.1633, -0.4308, 0.3241], [0.4990, 0.0591, 1.1474], [-3.1379, 3.6224, 0.1783], [-5.4373, -2.4970, -1.3198], [2.2641, -1.5304, 0.5857], [6.7008, 0.1656, -0.4423], [1.4201, 1.1588, 0.9445], [-4.6102, -0.3748, -0.5563], [4.4600, -0.6580, -0.0932], [-5.6631, -1.1815, -0.9560], [-1.8829, -0.3890, 1.4532], [-2.5331, 4.1313, -0.9573], [4.9175, -1.9253, -0.4753], [-2.2895, 1.4223, -0.3228], [-3.0192, 2.2797, 0.4940], [-3.0974, -2.1964, -0.8934], [7.1506, -1.0887, -0.8198], [-1.6807, 1.9468, -1.4573], [-1.8000, 3.2879, -1.7743], [2.4389, 0.7433, -0.1148], [-4.1482, -3.0029, -1.2882], [-0.6578, 0.3820, 1.9607], [1.2299, -1.0964, 1.6258], [5.3897, 0.3905, -0.0783], [-2.1408, -0.0509, -0.0386], [-3.3136, -0.8724, -0.5231], [6.2381, -2.1286, -0.8247], [1.7501, -0.8772, 2.5760], [4.2367, -2.7599, -0.5219], [-3.7545, -0.5222, 1.9351], [-2.6287, 5.1791, -1.2019], [5.0973, 1.3784, 0.2390], [-2.0922, -2.5947, -0.8759], [-1.1051, 1.2947, -2.0990], [-1.3183, 3.6768, -2.6598], [0.5302, -1.9160, 1.7974], [1.9495, 1.4325, 1.8741], [8.1796, -1.2430, -1.0996], [-6.6645, -0.7775, -0.9820], [-4.7996, 0.6535, -0.2857], [-3.4771, 1.9062, 1.3969], [6.5605, -3.1160, -1.1203], [2.8253, -2.3726, 0.9905], [-0.5082, 0.1491, 3.0249], [-0.8729, 1.4483, 1.8802], [1.7407, -1.8479, -0.3298], [-6.2588, -3.1250, -1.6309], [1.8932, 0.5145, -1.0441], [-1.6667, -1.4705, 1.4995], [-3.7068, 4.2740, 0.8259], [-1.2426, -0.3984, -0.5595], [-3.9616, -4.0277, -1.5743], [3.1260, 1.5626, -0.3136], [0.8598, 2.0251, 0.5867]], "lowdin_charge": [0.666, -0.015, -0.102, -0.169, -0.073, -0.093, -0.154, -0.675, -0.160, -0.029, -0.220, -0.076, -0.322, -0.093, -0.031, -0.198, -0.050, -0.035, -0.128, -0.031, -0.082, -0.136, -0.081, -0.129, -0.164, -0.054, -0.187, -0.184, -0.085, 0.132, 0.097, 0.096, 0.100, 0.102, 0.115, 0.115, 0.101, 0.120, 0.132, 0.099, 0.103, 0.109, 0.111, 0.106, 0.119, 0.135, 0.123, 0.132, 0.100, 0.130, 0.142, 0.103, 0.136, 0.102, 0.112, 0.122], "gap_ev": 8.6, "homo_energy_ev": -7.97, "smiles": "O[C@H](CN1CCN(c2cccc(Cl)c2)CC1)C(c1ccccc1)c1ccccc1", "fmax_ev_per_a": 0.7}

---

Entry 3:
{"formula": "C30H25P2S2V", "method": "the ωB97M-V functional and the def2-TZVPD basis", "symbols": ["V", "S", "S", "P", "P", "C", "C", "C", "C", "C", "C", "C", "C", "C", "C", "C", "C", "C", "C", "C", "C", "C", "C", "C", "C", "C", "C", "C", "C", "C", "C", "C", "C", "C", "C", "H", "H", "H", "H", "H", "H", "H", "H", "H", "H", "H", "H", "H", "H", "H", "H", "H", "H", "H", "H", "H", "H", "H", "H", "H"], "xyz": [[-2.4971, -0.2846, -0.7521], [-1.1875, -0.7922, -2.6008], [-2.6952, 1.8813, -0.1355], [-0.8308, 1.4187, 0.6224], [0.1821, -1.0648, -1.0937], [-0.9213, 0.3877, 3.1768], [-0.6229, 2.8963, 4.3566], [-0.6265, 2.7895, 2.9771], [-4.2964, -0.9489, -2.1035], [-0.7762, 1.5301, 2.3913], [-0.8436, -0.2566, 0.0869], [1.9504, 0.5044, -2.5294], [1.7795, -0.3781, -1.4656], [1.1357, -3.5927, -1.4858], [-0.2460, -3.3008, 0.4854], [1.2680, -4.9372, -1.1869], [-4.8086, -0.0567, -1.1549], [1.6881, 2.4749, 0.4846], [-0.0965, -4.6463, 0.7826], [-3.8994, -1.8367, -0.0170], [-0.9067, 0.5061, 4.5566], [2.8616, -0.7578, -0.6655], [-3.7283, -2.0511, -1.4070], [3.2152, 1.0007, -2.8007], [2.3954, 4.0573, -1.1784], [0.1461, 3.2201, -1.2361], [2.6736, 3.2771, -0.0609], [4.2922, 0.6262, -2.0083], [0.3727, -2.7758, -0.6481], [0.4213, 2.4520, -0.1065], [0.6542, -5.4609, -0.0547], [-4.5518, -0.5908, 0.1389], [4.1173, -0.2456, -0.9393], [-0.7610, 1.7573, 5.1416], [1.1384, 4.0297, -1.7661], [-1.0077, -0.3741, 5.1765], [4.9632, -0.5403, -0.3334], [3.6543, 3.3091, 0.3943], [-0.8370, 3.2022, -1.6898], [1.8954, 1.8877, 1.3715], [-4.8207, -0.1281, 1.0758], [1.8534, -5.5773, -1.8324], [-5.2941, 0.8850, -1.3604], [0.9270, 4.6454, -2.6297], [0.7665, -6.5112, 0.1782], [-4.3124, -0.8234, -3.1752], [5.2797, 1.0086, -2.2307], [3.1649, 4.6981, -1.5887], [1.1091, 0.7905, -3.1487], [-0.8265, -2.6609, 1.1386], [2.7287, -1.4610, 0.1482], [-0.5601, -5.0596, 1.6679], [3.3617, 1.6719, -3.6361], [-3.6022, -2.5069, 0.7742], [-3.2562, -2.9080, -1.8611], [-1.0365, -0.5850, 2.7138], [-0.5091, 3.6753, 2.3641], [-0.5094, 3.8660, 4.8212], [-0.7530, 1.8466, 6.2197], [1.6248, -3.1826, -2.3619]], "lowdin_charge": [0.321, 0.595, 0.613, 0.629, 0.624, -0.070, -0.038, -0.065, -0.129, -0.358, -0.559, -0.088, -0.361, -0.066, -0.079, -0.038, -0.137, -0.073, -0.047, -0.121, -0.046, -0.070, -0.146, -0.050, -0.038, -0.086, -0.047, -0.037, -0.359, -0.361, -0.033, -0.135, -0.044, -0.031, -0.046, 0.119, 0.121, 0.123, 0.085, 0.123, 0.136, 0.123, 0.134, 0.122, 0.123, 0.138, 0.123, 0.124, 0.091, 0.085, 0.120, 0.119, 0.123, 0.134, 0.132, 0.092, 0.122, 0.123, 0.123, 0.123], "relative_energy_ev": 0.000, "gap_ev": [7.0, 7.0], "homo_energy_ev": [-14.86, -14.86], "total_charge": 2, "fmax_ev_per_a": 0.6}

---

Entry 4:
{"formula": "C21H55MnN2O10S3", "method": "the ωB97M-V functional and the def2-TZVPD basis", "symbols": ["Mn", "S", "S", "S", "O", "O", "O", "O", "O", "O", "O", "O", "O", "O", "N", "N", "C", "C", "C", "C", "C", "C", "C", "C", "C", "C", "C", "C", "C", "C", "C", "C", "C", "C", "C", "C", "C", "H", "H", "H", "H", "H", "H", "H", "H", "H", "H", "H", "H", "H", "H", "H", "H", "H", "H", "H", "H", "H", "H", "H", "H", "H", "H", "H", "H", "H", "H", "H", "H", "H", "H", "H", "H", "H", "H", "H", "H", "H", "H", "H", "H", "H", "H", "H", "H", "H", "H", "H", "H", "H", "H", "H"], "xyz": [[-21.2854, -16.9765, 9.0840], [-23.2531, -16.4198, 11.8696], [-23.7970, -17.8391, 6.7991], [-19.3336, -16.7872, 6.3320], [-21.8511, -15.2065, 8.6217], [-23.9852, -19.0094, 6.0239], [-22.7993, -17.8247, 7.8256], [-22.6284, -17.0755, 10.7284], [-24.1372, -17.1953, 12.6589], [-25.1039, -17.4755, 7.5610], [-17.7954, -16.8733, 6.3345], [-19.7832, -17.3828, 5.1336], [-23.9469, -15.1184, 11.3573], [-19.8243, -17.3232, 7.5888], [-22.4798, -9.7783, 11.4541], [-20.6270, -10.5220, 6.0231], [-19.9020, -10.3459, 7.2805], [-21.2934, -9.6218, 12.2910], [-24.9701, -9.9150, 11.4950], [-22.3057, -12.0920, 6.9603], [-22.0394, -10.7405, 6.3067], [-26.3739, -17.8815, 6.9402], [-16.9241, -18.1118, 8.2877], [-25.0452, -15.3194, 10.4078], [-25.3243, -13.9856, 9.7858], [-22.0909, -12.2746, 11.0941], [-22.0291, -15.6722, 12.8443], [-17.0558, -16.7891, 7.5817], [-19.6507, -15.0753, 6.3118], [-23.5224, -16.4356, 5.7930], [-20.0259, -9.3955, 11.4802], [-20.4589, -9.3465, 5.1767], [-27.4879, -17.4313, 7.8684], [-23.6793, -9.8076, 12.2901], [-20.9550, -9.5124, 3.7437], [-18.3973, -10.2713, 7.1046], [-22.3801, -10.8891, 10.5220], [-25.1335, -10.9342, 11.1441], [-20.9328, -8.4494, 5.6192], [-21.3623, -16.4720, 13.1659], [-23.4049, -15.5989, 6.4812], [-21.5019, -14.9512, 12.2247], [-22.6357, -16.6347, 5.1951], [-21.1616, -10.5112, 12.9336], [-24.4003, -16.3012, 5.1651], [-20.2974, -9.4769, 7.8366], [-24.4256, -13.5540, 9.3377], [-17.4690, -15.9947, 8.2106], [-24.7445, -16.0528, 9.6625], [-28.2670, -18.1854, 7.9575], [-25.8248, -9.6276, 12.1053], [-23.3024, -10.9152, 9.9373], [-18.0452, -9.2821, 6.8107], [-18.0623, -11.0024, 6.3688], [-16.2562, -17.9932, 9.1385], [-17.8803, -18.5113, 8.6201], [-27.1030, -17.2379, 8.8699], [-19.2967, -8.8484, 12.0726], [-22.0211, -12.9976, 10.2780], [-22.6139, -10.6580, 5.3873], [-19.4011, -9.0961, 5.0964], [-21.6133, -10.6217, 9.7871], [-22.4266, -9.9437, 6.9732], [-21.6679, -12.8652, 6.5229], [-20.1083, -11.2189, 7.9079], [-23.3339, -12.3990, 6.7424], [-16.5131, -18.8470, 7.5950], [-22.5154, -15.2522, 13.7189], [-22.8939, -12.5728, 11.7681], [-22.1952, -12.0779, 8.0422], [-26.3681, -18.9573, 6.8046], [-18.9828, -14.5807, 7.0130], [-17.8927, -10.4807, 8.0509], [-21.8803, -14.2396, 8.5872], [-20.4502, -10.3477, 3.2560], [-23.6777, -8.8954, 12.8888], [-25.6543, -13.2688, 10.5402], [-22.0274, -9.6842, 3.6617], [-19.5982, -10.3381, 11.1320], [-25.9185, -15.6542, 10.9672], [-20.7080, -8.5990, 3.2029], [-21.1222, -12.2733, 11.5957], [-26.0893, -14.0664, 9.0150], [-20.2580, -8.8192, 10.5819], [-26.4413, -17.3922, 5.9691], [-19.5301, -14.7463, 5.2853], [-24.9313, -9.2385, 10.6391], [-20.6734, -14.9492, 6.6726], [-21.4734, -8.7876, 12.9693], [-27.9673, -16.5114, 7.5332], [-23.6367, -10.6402, 13.0209], [-16.0696, -16.4417, 7.2785]], "lowdin_charge": [0.988, 0.595, 0.575, 0.580, -0.396, -0.215, -0.329, -0.353, -0.212, -0.256, -0.216, -0.209, -0.252, -0.355, -0.186, -0.186, -0.276, -0.267, -0.085, -0.083, -0.250, -0.201, -0.059, -0.220, -0.047, -0.074, -0.097, -0.230, -0.104, -0.087, -0.083, -0.268, -0.045, -0.263, -0.085, -0.088, -0.265, 0.045, 0.126, 0.089, 0.065, 0.069, 0.080, 0.110, 0.081, 0.119, 0.070, 0.118, 0.096, 0.086, 0.076, 0.099, 0.069, 0.078, 0.092, 0.065, 0.075, 0.074, 0.044, 0.103, 0.104, 0.085, 0.126, 0.063, 0.097, 0.079, 0.096, 0.093, 0.071, 0.031, 0.120, 0.084, 0.070, -0.051, 0.077, 0.115, 0.080, 0.058, 0.063, 0.130, 0.076, 0.069, 0.089, 0.074, 0.120, 0.094, 0.085, 0.033, 0.115, 0.081, 0.114, 0.133], "multiplicity": 6, "gap_ev": [7.4, 7.0], "homo_energy_ev": [-10.32, -10.32], "total_charge": 1, "fmax_ev_per_a": 1.4}